i | DFT (ωB97M-V with the def2-TZVPD basis set) results for a 9-piece molecular cluster, H18O9 overall.

Values from the calculation:
**LUMO**: -0.2 eV
**HOMO-LUMO gap**: 10.154 eV
**Multiplicity**: 1

Each atom is followed by the atoms it is bonded to, with distances in Å.
Geometry (Å):
1 O -0.319 0.954 -0.559  H2 0.964, H3 0.964
2 H 0.203 0.287 -0.098  O1 0.964
3 H -1.224 0.779 -0.278  O1 0.964
4 O 0.746 -2.066 0.719  H5 0.964, H6 0.964
5 H -0.148 -1.775 0.930  O4 0.964
6 H 1.310 -1.372 1.078  O4 0.964
7 O -2.437 5.593 -0.066  H8 0.964, H9 0.964
8 H -2.202 5.195 -0.911  O7 0.964
9 H -2.755 4.852 0.462  O7 0.964
10 O -4.326 -1.508 -0.903  H11 0.964, H12 0.964
11 H -5.247 -1.756 -0.767  O10 0.964
12 H -4.218 -1.521 -1.861  O10 0.964
13 O 3.319 -1.035 -0.278  H14 0.964, H15 0.964
14 H 2.944 -1.716 0.291  O13 0.964
15 H 4.207 -0.900 0.072  O13 0.964
16 O 2.766 1.183 2.226  H17 0.964, H18 0.964
17 H 3.711 1.101 2.397  O16 0.964
18 H 2.479 0.277 2.062  O16 0.964
19 O -0.247 -3.883 -0.221  H20 0.964, H21 0.964
20 H 0.498 -3.476 -0.678  O19 0.964
21 H -1.011 -3.642 -0.755  O19 0.964
22 O 4.561 1.362 -1.770  H23 0.964, H24 0.964
23 H 3.754 1.082 -2.218  O22 0.964
24 H 4.268 2.060 -1.173  O22 0.964
25 O -4.011 -0.409 0.883  H26 0.964, H27 0.964
26 H -3.369 -1.117 1.012  O25 0.964
27 H -3.624 0.134 0.187  O25 0.964

ii | DFT (ωB97M-V with the def2-TZVPD basis set) results for a 9-piece molecular cluster, H18O9 overall.

Values from the calculation:
**LUMO**: 0.1 eV
**HOMO-LUMO gap**: 10.615 eV
**Multiplicity**: 1

Each atom is followed by the atoms it is bonded to, with distances in Å.
Geometry (Å):
1 O -0.146 2.132 -1.413  H2 0.974, H3 0.963
2 H -1.073 2.368 -1.597  O1 0.974
3 H 0.190 1.739 -2.226  O1 0.963
4 O 1.504 2.476 1.055  H5 0.961, H6 0.968
5 H 2.173 1.901 0.675  O4 0.961
6 H 0.860 2.602 0.345  O4 0.968
7 O 2.100 -1.608 0.136  H8 0.964, H9 0.972
8 H 2.684 -0.955 -0.266  O7 0.964
9 H 1.989 -1.289 1.048  O7 0.972
10 O -1.267 -3.058 0.203  H11 0.972, H12 0.961
11 H -1.226 -2.130 -0.085  O10 0.972
12 H -1.734 -3.036 1.043  O10 0.961
13 O 2.420 -3.853 -1.594  H14 0.961, H15 0.970
14 H 2.367 -4.509 -0.893  O13 0.961
15 H 2.146 -3.027 -1.165  O13 0.970
16 O -2.797 3.025 -1.200  H17 0.962, H18 0.975
17 H -3.040 3.666 -0.526  O16 0.962
18 H -2.972 2.151 -0.804  O16 0.975
19 O -3.217 0.334 -0.267  H20 0.964, H21 0.979
20 H -3.632 0.706 0.520  O19 0.964
21 H -2.305 0.092 -0.005  O19 0.979
22 O -0.513 -0.375 -0.229  H23 0.977, H24 0.973
23 H 0.401 -0.687 -0.083  O22 0.977
24 H -0.409 0.474 -0.693  O22 0.973
25 O 1.893 0.097 2.341  H26 0.963, H27 0.963
26 H 1.599 1.009 2.445  O25 0.963
27 H 2.005 -0.242 3.235  O25 0.963

Which is most stable, and by how much? ii, by 0.1107 hartree.

i | DFT (ωB97M-V with the def2-TZVPD basis set) results for a 9-piece molecular cluster, H18O9 overall.

Values from the calculation:
**LUMO**: -0.2 eV
**HOMO-LUMO gap**: 9.341 eV
**Multiplicity**: 1

Each atom is followed by the atoms it is bonded to, with distances in Å.
Geometry (Å):
1 O 0.589 -1.595 0.287  H2 0.964, H3 0.964
2 H 0.387 -2.404 0.771  O1 0.964
3 H 0.331 -0.890 0.891  O1 0.964
4 O -2.707 0.046 1.197  H5 0.964, H6 0.964
5 H -3.461 0.602 0.970  O4 0.964
6 H -2.621 0.145 2.151  O4 0.964
7 O 2.969 -1.746 2.214  H8 0.964, H9 0.964
8 H 3.839 -1.391 2.426  O7 0.964
9 H 2.931 -2.579 2.698  O7 0.964
10 O -1.986 0.034 -1.300  H11 0.964, H12 0.964
11 H -2.793 0.559 -1.248  O10 0.964
12 H -1.911 -0.369 -0.428  O10 0.964
13 O 0.140 -0.727 -1.959  H14 0.964, H15 0.964
14 H -0.658 -0.683 -2.499  O13 0.964
15 H -0.184 -0.954 -1.080  O13 0.964
16 O 1.438 1.628 -1.861  H17 0.964, H18 0.964
17 H 1.807 0.975 -2.467  O16 0.964
18 H 1.353 2.424 -2.398  O16 0.964
19 O -0.877 1.818 -2.423  H20 0.964, H21 0.964
20 H -1.767 1.893 -2.060  O19 0.964
21 H -0.552 0.980 -2.077  O19 0.964
22 O 0.133 4.097 -0.892  H23 0.964, H24 0.964
23 H 0.363 3.209 -0.598  O22 0.964
24 H 0.593 4.192 -1.734  O22 0.964
25 O 1.069 -2.937 4.120  H26 0.964, H27 0.964
26 H 0.378 -3.609 4.111  O25 0.964
27 H 1.196 -2.720 3.189  O25 0.964

ii | DFT (ωB97M-V with the def2-TZVPD basis set) results for a 9-piece molecular cluster, H18O9 overall.

Values from the calculation:
**LUMO**: -0.5 eV
**HOMO-LUMO gap**: 10.263 eV
**Multiplicity**: 1

Each atom is followed by the atoms it is bonded to, with distances in Å.
Geometry (Å):
1 O 12.682 -4.373 11.991  H2 0.961, H3 0.971
2 H 12.459 -5.284 11.777  O1 0.961
3 H 12.367 -4.260 12.902  O1 0.971
4 O 13.163 -0.947 12.585  H5 0.964, H6 0.967
5 H 12.834 -1.330 11.763  O4 0.964
6 H 12.869 -1.563 13.271  O4 0.967
7 O 11.088 -1.987 14.317  H8 0.969, H9 0.970
8 H 10.295 -1.722 13.827  O7 0.969
9 H 10.868 -1.814 15.246  O7 0.970
10 O 12.873 -2.973 18.007  H11 0.967, H12 0.963
11 H 12.038 -2.776 17.561  O10 0.967
12 H 13.159 -2.129 18.370  O10 0.963
13 O 10.379 0.955 12.321  H14 0.964, H15 0.967
14 H 9.726 1.063 11.621  O13 0.964
15 H 10.992 0.284 11.993  O13 0.967
16 O 8.322 -1.366 14.571  H17 0.966, H18 0.966
17 H 8.424 -2.113 15.175  O16 0.966
18 H 7.397 -1.397 14.296  O16 0.966
19 O 8.367 1.533 14.885  H20 0.962, H21 0.970
20 H 7.407 1.532 14.953  O19 0.962
21 H 8.602 0.614 14.679  O19 0.970
22 O 10.217 -1.833 17.195  H23 0.967, H24 0.967
23 H 9.847 -1.038 17.602  O22 0.967
24 H 9.889 -2.564 17.737  O22 0.967
25 O 11.635 -4.713 14.665  H26 0.985, H27 0.961
26 H 11.315 -3.798 14.487  O25 0.985
27 H 11.074 -5.042 15.373  O25 0.961

Which is most stable, and by how much? ii, by 0.0752 hartree.

i | DFT (ωB97M-V with the def2-TZVPD basis set) results for a 9-piece molecular cluster, H18O9 overall.

Values from the calculation:
**LUMO**: -0.4 eV
**HOMO-LUMO gap**: 10.373 eV
**Multiplicity**: 1

Each atom is followed by the atoms it is bonded to, with distances in Å.
Geometry (Å):
1 O 0.685 -0.699 -0.543  H2 0.958, H3 0.940
2 H -0.176 -0.764 -0.127  O1 0.958
3 H 0.457 -0.320 -1.372  O1 0.940
4 O -3.478 0.873 1.585  H5 0.981, H6 0.964
5 H -2.667 1.235 2.001  O4 0.981
6 H -4.136 1.575 1.635  O4 0.964
7 O -0.397 -2.783 -1.407  H8 0.952, H9 1.035
8 H 0.481 -2.611 -1.734  O7 0.952
9 H -0.227 -3.641 -0.855  O7 1.035
10 O 1.193 -1.520 1.555  H11 0.928, H12 0.979
11 H 0.308 -1.494 1.277  O10 0.928
12 H 1.466 -2.334 1.084  O10 0.979
13 O 3.134 -1.710 0.031  H14 1.039, H15 0.932
14 H 2.205 -1.262 0.146  O13 1.039
15 H 2.912 -2.338 -0.621  O13 0.932
16 O -3.343 -0.923 0.268  H17 0.995, H18 0.895
17 H -3.061 -1.529 1.005  O16 0.995
18 H -2.897 -0.182 0.499  O16 0.895
19 O 3.275 2.730 1.113  H20 1.006, H21 0.943
20 H 3.632 3.168 1.945  O19 1.006
21 H 2.386 2.593 1.396  O19 0.943
22 O -2.851 2.071 -1.672  H23 0.936, H24 0.970
23 H -3.050 2.783 -1.098  O22 0.936
24 H -2.096 1.599 -1.287  O22 0.970
25 O 1.909 2.135 -1.683  H26 0.937, H27 0.999
26 H 1.472 1.309 -1.743  O25 0.937
27 H 2.863 2.040 -1.399  O25 0.999

ii | DFT (ωB97M-V with the def2-TZVPD basis set) results for a 9-piece molecular cluster, H18O9 overall.

Values from the calculation:
**LUMO**: 0.0 eV
**HOMO-LUMO gap**: 10.929 eV
**Multiplicity**: 1

Each atom is followed by the atoms it is bonded to, with distances in Å.
Geometry (Å):
1 O 17.676 16.454 6.325  H2 0.968, H3 0.968
2 H 17.831 15.504 6.429  O1 0.968
3 H 18.007 16.848 7.146  O1 0.968
4 O 17.897 16.249 -0.116  H5 0.965, H6 0.964
5 H 17.849 16.767 0.697  O4 0.965
6 H 18.501 16.738 -0.686  O4 0.964
7 O 14.753 18.312 0.766  H8 0.963, H9 0.967
8 H 15.675 18.156 0.997  O7 0.963
9 H 14.251 17.765 1.385  O7 0.967
10 O 17.068 17.047 3.280  H11 0.969, H12 0.967
11 H 17.164 16.498 4.073  O10 0.969
12 H 16.307 17.613 3.467  O10 0.967
13 O 16.998 14.134 3.837  H14 0.967, H15 0.965
14 H 16.886 14.454 2.931  O13 0.967
15 H 17.666 13.442 3.769  O13 0.965
16 O 19.614 15.344 3.236  H17 0.963, H18 0.967
17 H 20.108 15.869 2.597  O16 0.963
18 H 18.735 15.747 3.264  O16 0.967
19 O 14.698 16.922 6.060  H20 0.968, H21 0.963
20 H 15.640 16.704 6.117  O19 0.968
21 H 14.340 16.727 6.933  O19 0.963
22 O 18.746 19.159 5.926  H23 0.968, H24 0.963
23 H 18.663 18.199 6.019  O22 0.968
24 H 19.546 19.287 5.405  O22 0.963
25 O 13.506 18.297 3.903  H26 0.965, H27 0.968
26 H 13.221 19.190 3.674  O25 0.965
27 H 14.114 18.406 4.648  O25 0.968

iii | DFT (ωB97M-V with the def2-TZVPD basis set) results for a 9-piece molecular cluster, H18O9 overall.

Values from the calculation:
**LUMO**: -0.6 eV
**HOMO-LUMO gap**: 9.443 eV
**Multiplicity**: 1

Each atom is followed by the atoms it is bonded to, with distances in Å.
Geometry (Å):
1 O 12.553 -27.110 0.512  H2 0.950, H3 0.959
2 H 12.604 -27.124 -0.437  O1 0.950
3 H 12.119 -26.258 0.589  O1 0.959
4 O 9.492 -28.084 6.463  H5 0.982, H6 0.984
5 H 8.881 -28.805 6.728  O4 0.982
6 H 9.570 -28.130 5.483  O4 0.984
7 O 14.748 -26.079 3.863  H8 0.969, H9 0.959
8 H 15.140 -26.521 3.095  O7 0.969
9 H 13.827 -26.292 3.700  O7 0.959
10 O 12.712 -24.508 2.498  H11 0.948, H12 0.958
11 H 13.651 -24.477 2.371  O10 0.948
12 H 12.537 -23.566 2.471  O10 0.958
13 O 15.349 -27.001 1.262  H14 0.931, H15 0.944
14 H 14.452 -27.074 1.023  O13 0.931
15 H 15.625 -26.527 0.494  O13 0.944
16 O 9.399 -27.913 3.851  H17 0.966, H18 0.939
17 H 10.342 -28.038 3.680  O16 0.966
18 H 9.220 -27.014 3.647  O16 0.939
19 O 9.541 -28.102 0.827  H20 0.963, H21 0.979
20 H 10.382 -28.488 1.094  O19 0.963
21 H 9.727 -27.151 0.969  O19 0.979
22 O 11.369 -25.514 4.695  H23 0.938, H24 0.946
23 H 11.758 -25.058 3.974  O22 0.938
24 H 10.903 -24.792 5.091  O22 0.946
25 O 12.057 -27.562 3.313  H26 0.941, H27 0.976
26 H 12.138 -27.314 2.409  O25 0.941
27 H 11.652 -26.830 3.815  O25 0.976

Which is most stable, and by how much? ii, by 0.0149 hartree.

i | DFT (ωB97M-V with the def2-TZVPD basis set) results for the molecule C5H8N2O2.

Values from the calculation:
**LUMO**: 0.2 eV
**HOMO-LUMO gap**: 9.833 eV
**Multiplicity**: 1

Each atom is followed by the atoms it is bonded to, with distances in Å.
Geometry (Å):
1 C 2.378 0.928 0.308  C2 1.487, H10 1.047, H11 1.127, H12 1.195
2 C 1.093 0.187 0.401  C1 1.487, C3 1.342, N8 1.525
3 C -0.134 0.684 0.627  C2 1.342, C4 1.495, H13 1.014
4 C -1.137 -0.377 0.304  C3 1.495, C5 1.551, O6 1.397, N7 1.512
5 C -1.769 -0.058 -1.076  C4 1.551, H14 1.093, H15 1.103, H16 1.186
6 O -2.078 -0.624 1.306  C4 1.397, H17 0.985
7 N -0.297 -1.589 -0.033  C4 1.512, N8 1.264
8 N 0.927 -1.283 0.027  C2 1.525, N7 1.264, O9 1.248
9 O 1.911 -1.879 -0.459  N8 1.248
10 H 2.157 1.814 -0.205  C1 1.047
11 H 2.849 1.242 1.283  C1 1.127
12 H 3.198 0.255 -0.244  C1 1.195
13 H -0.450 1.630 0.807  C3 1.014
14 H -1.301 -0.745 -1.784  C5 1.093
15 H -2.864 -0.119 -0.959  C5 1.103
16 H -1.664 1.109 -1.262  C5 1.186
17 H -2.818 -1.175 0.960  O6 0.985

ii | DFT (ωB97M-V with the def2-TZVPD basis set) results for the molecule C5H8N2O2.

Values from the calculation:
**LUMO**: 0.0 eV
**HOMO-LUMO gap**: 9.719 eV
**Multiplicity**: 1

Each atom is followed by the atoms it is bonded to, with distances in Å.
Geometry (Å):
1 C -0.386 1.241 -1.208  C2 1.524, H10 1.088, H11 1.087, H12 1.087
2 C -0.077 -0.039 -0.440  C1 1.524, C3 1.459, N7 1.626, H13 1.097
3 C -1.283 -0.809 -0.155  C2 1.459, O4 1.179, C5 1.706
4 O -1.963 -1.124 0.756  C3 1.179
5 C -1.596 -1.374 -1.734  C3 1.706, N6 1.150
6 N -1.809 -1.821 -2.772  C5 1.150
7 N 0.384 0.276 1.087  C2 1.626, C8 1.451, O9 1.425
8 C 1.251 -0.781 1.577  N7 1.451, H14 1.098, H15 1.090, H16 1.089
9 O 1.128 1.491 1.127  N7 1.425, H17 0.966
10 H 0.457 1.923 -1.108  C1 1.088
11 H -1.274 1.737 -0.824  C1 1.087
12 H -0.521 1.007 -2.260  C1 1.087
13 H 0.681 -0.655 -0.939  C2 1.097
14 H 2.100 -0.965 0.907  C8 1.098
15 H 1.624 -0.493 2.560  C8 1.090
16 H 0.645 -1.678 1.691  C8 1.089
17 H 0.640 2.063 1.734  O9 0.966

iii | DFT (ωB97M-V with the def2-TZVPD basis set) results for a 2-piece molecular cluster, C5H8N2O2 overall.

Values from the calculation:
**LUMO**: 0.6 eV
**HOMO-LUMO gap**: 9.251 eV
**Multiplicity**: 1

Each atom is followed by the atoms it is bonded to, with distances in Å.
Geometry (Å):
1 N -1.511 -1.432 2.543  C2 1.391, H6 0.989, H7 0.997
2 C -1.038 -0.760 1.420  N1 1.391, O3 1.321, N4 1.266
3 O -1.179 0.549 1.314  C2 1.321, H8 0.954
4 N -0.270 -1.169 0.501  C2 1.266, O5 1.449
5 O 0.086 -2.567 0.362  N4 1.449, H9 0.997
6 H -1.362 -2.395 2.375  N1 0.989
7 H -2.337 -0.964 2.848  N1 0.997
8 H -0.574 1.026 0.752  O3 0.954
9 H 0.109 -2.637 -0.632  O5 0.997
10 C 1.387 0.125 -3.093  C11 1.208, H14 1.048
11 C 1.213 0.605 -1.998  C10 1.208, C12 1.421
12 C 1.280 1.309 -0.766  C11 1.421, C13 1.335, H15 1.123
13 C 0.435 2.319 -0.551  C12 1.335, H16 1.156, H17 1.170
14 H 1.460 -0.572 -3.872  C10 1.048
15 H 2.158 0.876 -0.215  C12 1.123
16 H 0.441 2.988 0.392  C13 1.156
17 H -0.297 2.701 -1.380  C13 1.170

Which is most stable, and by how much? ii, by 0.0121 hartree.